Record 1
The following is a quantum chemistry calculation of a molecular structure, C10H21BiF3IO3P2 at a distorted geometry, from the OMol25 dataset.

Its charge is +2. Its HOMO energy is -0.55968 hartree. For the lowest unoccupied orbital energy, the calculation gives -8.23 eV. Its HOMO-LUMO gap is 7.00 eV.

Geometry (Å):
C (0.051, -0.047, -4.830)
I (-1.126, -0.196, -3.004)
H (1.111, 0.085, -4.621)
H (-0.346, 0.804, -5.397)
H (-0.130, -0.965, -5.396)
Bi (0.653, -0.005, -0.495)
P (0.291, 2.710, -0.356)
C (-1.391, 3.359, -0.571)
C (0.852, 3.427, 1.210)
H (0.951, 4.516, 1.109)
H (1.203, 4.641, -1.530)
H (1.823, 2.998, 1.480)
H (2.342, 3.253, -1.521)
H (-2.023, 3.033, 0.269)
H (0.135, 3.200, 2.008)
C (1.289, 3.545, -1.635)
H (-1.359, 4.459, -0.592)
H (0.940, 3.247, -2.633)
H (-1.821, 2.988, -1.510)
P (0.343, -2.688, 0.081)
C (-1.353, -3.342, 0.017)
C (1.286, -3.752, -1.065)
H (1.842, -2.710, 1.977)
H (1.101, -4.322, 1.697)
H (0.146, -3.020, 2.488)
C (0.910, -3.236, 1.728)
H (2.344, -3.461, -1.032)
H (1.187, -4.809, -0.756)
H (-1.313, -4.437, 0.126)
H (-1.810, -3.080, -0.948)
H (0.901, -3.626, -2.085)
H (-1.944, -2.903, 0.840)
C (-1.698, -0.144, 0.302)
O (-2.845, 0.015, 0.172)
F (-0.606, -0.978, 4.786)
C (-0.359, 0.176, 4.110)
F (-1.323, 1.079, 4.458)
F (0.853, 0.645, 4.525)
C (-0.363, -0.089, 2.565)
O (-1.364, -0.735, 2.128)
O (0.621, 0.361, 1.904)

Record 2
The following is a quantum chemistry calculation of a molecular structure, C10H21CdN2 at a distorted geometry, from the OMol25 dataset.

Its charge is -1. Its HOMO energy (alpha / beta) is -0.02771 / -0.00330 hartree. The relative energy (zero: lowest compared OMol25 entry of this formula, charge and spin) is 0.1887 eV. For the lowest unoccupied orbital energy (alpha / beta), the calculation gives 3.36 / 3.29 eV. Its HOMO-LUMO gap (alpha / beta) is 4.11 / 3.38 eV.

Geometry (Å):
C (-1.153, 0.989, -3.999)
Cd (-0.143, 1.313, -2.215)
N (1.105, -1.127, -2.640)
H (1.230, 2.589, -1.315)
H (0.647, 3.245, -1.414)
H (-1.472, 2.045, -3.941)
H (-1.852, 0.151, -4.241)
H (-0.107, 0.977, -4.451)
H (0.752, -1.816, -1.990)
H (2.093, -1.009, -2.447)
H (1.024, -1.524, -3.568)
C (1.571, -1.004, 1.774)
N (1.059, 0.306, 2.281)
C (2.128, 1.141, 2.905)
C (0.267, 1.047, 1.197)
C (-0.857, 0.187, 0.735)
C (-1.670, -0.449, 1.707)
C (-2.511, -1.466, 1.343)
C (-2.621, -1.805, 0.018)
C (-1.919, -1.085, -0.982)
C (-1.054, -0.060, -0.605)
H (2.204, -0.816, 0.911)
H (0.764, -1.647, 1.556)
H (2.193, -1.434, 2.597)
H (0.380, 0.087, 3.034)
H (2.846, 1.435, 2.120)
H (1.670, 2.020, 3.349)
H (2.626, 0.534, 3.665)
H (-0.070, 1.981, 1.679)
H (0.987, 1.308, 0.423)
H (-1.630, -0.136, 2.746)
H (-3.103, -2.017, 2.101)
H (-3.284, -2.629, -0.306)
H (-2.100, -1.331, -2.030)

Record 3
The following is a quantum chemistry calculation of 5 unconnected molecules or ions with the total composition C10H21Cl6NO5 at a distorted geometry, from the OMol25 dataset.

Its HOMO energy is -0.38874 hartree. The relative energy (zero: lowest compared OMol25 entry of this formula, charge and spin) is 0.3586 eV. For the lowest unoccupied orbital energy, the calculation gives 0.28 eV. Its HOMO-LUMO gap is 10.85 eV.

Geometry (Å):
C (-15.974, -3.576, 7.727)
N (-16.707, -4.116, 8.909)
O (-16.055, -4.446, 9.869)
O (-17.921, -4.085, 8.843)
H (-16.642, -2.930, 7.167)
H (-15.577, -4.372, 7.107)
H (-15.199, -2.920, 8.119)
C (-24.012, -5.874, 4.870)
O (-23.027, -5.504, 5.823)
C (-22.289, -4.420, 5.619)
O (-22.484, -3.604, 4.762)
O (-21.328, -4.407, 6.512)
C (-20.434, -3.297, 6.502)
H (-24.913, -5.282, 5.041)
H (-24.262, -6.896, 5.155)
H (-23.696, -5.834, 3.831)
H (-19.547, -3.619, 5.949)
H (-20.158, -3.076, 7.523)
H (-20.816, -2.432, 5.969)
Cl (-19.885, -1.210, 1.239)
C (-19.971, -2.493, 2.527)
C (-18.614, -3.029, 2.929)
Cl (-17.284, -1.851, 2.942)
H (-20.610, -3.280, 2.145)
H (-20.470, -2.001, 3.355)
H (-18.240, -3.869, 2.344)
H (-18.612, -3.453, 3.934)
Cl (-21.529, -7.673, 8.165)
C (-23.173, -7.557, 8.889)
C (-24.117, -8.708, 8.584)
Cl (-23.413, -10.235, 9.234)
H (-23.580, -6.629, 8.484)
H (-23.090, -7.384, 9.960)
H (-24.242, -8.764, 7.509)
H (-24.996, -8.585, 9.207)
Cl (-21.537, -0.286, 7.718)
C (-22.080, -0.345, 9.387)
C (-22.199, -1.780, 9.917)
Cl (-20.608, -2.498, 10.222)
H (-23.052, 0.128, 9.540)
H (-21.395, 0.259, 9.979)
H (-22.764, -2.404, 9.233)
H (-22.697, -1.682, 10.880)

Record 4
The following is a quantum chemistry calculation of a molecular structure, C10H21ClI2N3NdOP2 at a distorted geometry, from the OMol25 dataset.

The expectation value of S² is 3.756. Its charge is +2. Its HOMO energy (alpha / beta) is -0.51617 / -0.51641 hartree. As for the spin multiplicity: 4. For the lowest unoccupied orbital energy (alpha / beta), the calculation gives -9.54 / -9.54 eV. Its HOMO-LUMO gap (alpha / beta) is 4.51 / 4.51 eV.

Geometry (Å):
I (-2.960, 3.018, 2.759)
I (-0.223, 2.739, 3.236)
Nd (-1.127, 1.309, 0.512)
P (-0.423, 3.364, -1.504)
C (1.043, 4.545, -1.718)
C (-1.070, 3.297, -3.227)
H (-2.619, 3.895, -0.624)
H (-1.796, 5.352, -1.247)
H (-1.304, 4.711, 0.345)
C (-1.659, 4.435, -0.660)
H (-2.003, 2.711, -3.199)
H (-1.289, 4.305, -3.619)
H (0.737, 5.488, -2.231)
H (1.809, 4.030, -2.340)
H (-0.311, 2.820, -3.871)
H (1.428, 4.795, -0.705)
C (2.009, 1.627, 0.000)
O (3.138, 1.840, 0.024)
Cl (-3.282, 0.698, -0.953)
C (-0.638, -4.195, 1.155)
N (-0.486, -3.516, -0.165)
C (0.915, -3.629, -0.646)
N (1.867, -3.094, 0.364)
C (1.672, -3.759, 1.685)
N (0.286, -3.656, 2.168)
C (-0.065, -2.298, 2.613)
P (0.071, -1.139, 1.157)
C (-0.977, -2.127, -0.120)
C (1.787, -1.636, 0.494)
H (-0.403, -5.259, 0.998)
H (-1.672, -4.090, 1.470)
H (1.032, -3.105, -1.608)
H (1.148, -4.686, -0.819)
H (2.356, -3.291, 2.388)
H (1.930, -4.820, 1.548)
H (-1.023, -2.365, 3.112)
H (0.517, -2.097, 3.502)
H (-0.861, -1.625, -1.097)
H (-2.052, -2.142, 0.153)
H (2.589, -1.278, 1.156)
H (1.909, -1.169, -0.490)

Record 5
The following is a quantum chemistry calculation of a molecular structure, C10H21IInO2STl at a distorted geometry, from the OMol25 dataset.

Its charge is +2. Its HOMO energy is -0.57726 hartree. The relative energy (zero: lowest compared OMol25 entry of this formula, charge and spin) is 0.7937 eV. For the lowest unoccupied orbital energy, the calculation gives -11.22 eV. Its HOMO-LUMO gap is 4.48 eV.

Geometry (Å):
C (1.497, -3.337, 0.139)
C (2.686, -2.575, -0.394)
O (3.340, -1.791, 0.611)
C (2.700, -0.723, 1.106)
O (2.097, -0.756, 2.171)
C (2.834, 0.586, 0.370)
C (2.161, 0.671, -0.987)
C (0.706, 0.278, -1.009)
In (-0.500, 1.235, 0.617)
S (-0.926, -0.205, 2.525)
I (0.335, 3.759, 1.520)
C (-2.589, 1.459, -0.502)
C (-2.962, 2.896, -0.421)
C (-3.509, 0.439, 0.070)
C (-3.144, -1.007, -0.231)
H (1.651, -3.631, 1.163)
H (1.386, -4.241, -0.441)
H (0.564, -2.796, 0.033)
H (2.429, -1.987, -1.264)
H (3.429, -3.278, -0.727)
H (3.891, 0.774, 0.231)
H (2.434, 1.347, 1.023)
H (2.247, 1.688, -1.347)
H (2.662, 0.050, -1.720)
H (0.526, -0.787, -0.950)
H (0.255, 0.612, -1.932)
H (-0.207, -1.261, 2.118)
H (-2.350, 1.201, -1.528)
H (-3.955, 2.913, -0.868)
H (-2.327, 3.499, -1.050)
H (-3.029, 3.302, 0.576)
H (-4.497, 0.694, -0.307)
H (-3.569, 0.568, 1.142)
H (-3.667, -1.385, -1.094)
H (-2.087, -1.110, -0.442)
H (-3.356, -1.626, 0.625)
Tl (2.842, 4.526, 1.173)

Record 6
The following is a quantum chemistry calculation of a molecular structure, C10H21InO6 at a distorted geometry, from the OMol25 dataset.

Its HOMO energy is -0.29081 hartree. For the lowest unoccupied orbital energy, the calculation gives -3.99 eV. Its HOMO-LUMO gap is 3.93 eV.

Geometry (Å):
In (0.510, -1.513, 0.566)
C (0.703, -0.863, -3.709)
C (1.765, -1.740, -3.144)
O (2.030, -1.585, -1.802)
H (-0.250, -1.096, -3.222)
H (0.449, -1.133, -4.738)
H (0.880, 0.210, -3.637)
H (2.694, -1.676, -3.734)
H (1.484, -2.786, -3.345)
C (2.146, -4.653, 3.976)
C (2.496, -3.164, 3.805)
O (1.668, -2.386, 3.031)
H (1.229, -4.711, 4.570)
H (2.957, -5.091, 4.557)
H (1.871, -5.213, 3.082)
H (3.500, -3.119, 3.357)
H (2.606, -2.795, 4.835)
C (-4.115, -1.437, 1.692)
C (-2.844, -1.031, 2.448)
O (-1.810, -0.419, 1.781)
H (-4.489, -0.739, 0.948)
H (-4.867, -1.745, 2.422)
H (-3.890, -2.424, 1.276)
H (-2.369, -1.979, 2.751)
H (-3.090, -0.484, 3.368)
C (0.716, 5.596, -1.684)
C (-0.225, 4.460, -1.289)
C (-0.994, 3.707, -2.360)
O (-1.095, 2.417, -1.773)
C (-0.039, 2.248, -1.008)
O (0.276, 1.211, -0.490)
O (0.625, 3.408, -0.811)
H (1.484, 5.737, -0.927)
H (0.169, 6.542, -1.613)
H (1.062, 5.530, -2.713)
H (-0.885, 4.798, -0.486)
H (-0.449, 3.711, -3.310)
H (-1.909, 4.210, -2.673)

Q: Which formula does entry 5 have?
A: C10H21IInO2STl